No. 1
Formula: C24H26CuN4O2
Source: the OMol25 dataset
Level of theory: ωB97M-V/def2-TZVPD

Element x y z (Å)
Cu (-0.397, 0.601, -2.772)
C (0.259, 0.724, 4.351)
C (0.966, -0.469, 3.772)
C (1.578, -1.414, 4.583)
C (2.233, -2.516, 4.050)
C (2.260, -2.686, 2.674)
C (1.643, -1.764, 1.843)
C (1.008, -0.645, 2.382)
N (0.382, 0.328, 1.578)
C (0.447, 0.305, 0.165)
N (1.716, 0.405, -0.294)
C (2.289, 0.211, -1.596)
C (1.528, 0.323, -2.772)
C (2.277, 0.142, -3.951)
C (3.641, -0.112, -3.973)
C (4.339, -0.208, -2.777)
C (3.671, -0.050, -1.571)
C (4.442, -0.142, -0.276)
N (-0.600, 0.239, -0.562)
C (-1.867, 0.085, 0.015)
C (-2.420, -1.189, 0.131)
C (-3.720, -1.359, 0.585)
C (-4.480, -0.250, 0.926)
C (-3.923, 1.019, 0.824)
C (-2.620, 1.215, 0.380)
C (-2.037, 2.594, 0.238)
H (0.410, 0.779, 5.429)
H (-0.820, 0.681, 4.170)
H (0.621, 1.650, 3.897)
H (1.546, -1.275, 5.658)
H (2.713, -3.234, 4.703)
H (2.755, -3.546, 2.239)
H (1.649, -1.907, 0.770)
H (-0.542, 0.582, 1.900)
H (2.379, 0.589, 0.438)
H (1.763, 0.221, -4.904)
H (4.163, -0.233, -4.916)
H (5.406, -0.406, -2.772)
H (5.477, -0.423, -0.473)
H (4.018, -0.881, 0.410)
H (4.469, 0.815, 0.260)
H (-1.815, -2.040, -0.161)
H (-4.141, -2.355, 0.661)
H (-5.504, -0.368, 1.258)
H (-4.523, 1.889, 1.068)
H (-2.768, 3.349, 0.526)
H (-1.745, 2.768, -0.801)
H (-1.144, 2.723, 0.859)
N (-2.227, -0.423, -3.391)
C (-3.395, 0.398, -3.032)
C (-3.058, 1.898, -2.902)
O (-4.031, 2.649, -2.748)
O (-1.830, 2.201, -2.901)
H (-2.147, -0.503, -4.396)
H (-2.310, -1.361, -3.020)
H (-3.756, 0.083, -2.053)
H (-4.227, 0.293, -3.731)

Calculated values
LUMO in Ha: 0.0948
Orbital gap in eV: 6.02
Spin multiplicity: 1
Total charge: -1

---

No. 2
Formula: C24H26DyN4Si
Source: the OMol25 dataset
Level of theory: ωB97M-V/def2-TZVPD

Element x y z (Å)
C (0.382, 1.394, 1.760)
C (-0.589, 2.072, 0.962)
C (-1.692, 2.451, 1.813)
H (-0.503, 2.272, -0.096)
C (-1.359, 2.058, 3.145)
C (-0.073, 1.398, 3.114)
H (0.500, 1.037, 3.971)
H (1.304, 0.970, 1.427)
H (-2.607, 2.909, 1.507)
H (-1.942, 2.257, 4.043)
Dy (-1.565, -0.137, 1.898)
C (-0.624, -1.048, -0.449)
H (-0.003, -0.783, 0.396)
H (-0.290, -1.947, -0.969)
H (-1.552, -0.638, -0.822)
Si (1.009, 0.760, -2.295)
C (1.951, -0.495, -3.217)
C (3.049, 0.227, -3.729)
H (3.121, 1.306, -3.549)
C (4.057, -0.393, -4.448)
H (4.858, 0.204, -4.859)
C (3.990, -1.796, -4.601)
H (4.782, -2.276, -5.184)
C (2.949, -2.549, -4.028)
H (2.939, -3.635, -4.147)
C (1.927, -1.888, -3.313)
H (1.136, -2.433, -2.808)
C (-0.702, 1.275, -2.948)
C (-0.553, 1.725, -4.254)
H (0.194, 1.315, -4.921)
C (-1.359, 2.758, -4.734)
H (-1.148, 3.164, -5.712)
C (-2.443, 3.214, -3.962)
H (-3.069, 4.025, -4.344)
C (-2.742, 2.547, -2.756)
H (-3.657, 2.791, -2.223)
C (-1.898, 1.542, -2.274)
H (-2.212, 0.941, -1.440)
H (1.159, 0.321, -0.869)
H (1.688, 1.980, -2.599)
N (-1.228, -1.599, 5.766)
C (-2.252, -0.830, 6.282)
C (-2.883, -0.269, 5.215)
N (-2.249, -0.663, 4.040)
C (-1.233, -1.482, 4.437)
C (-0.208, -2.021, 3.533)
N (0.099, -1.606, 2.292)
C (1.235, -2.325, 1.856)
C (1.581, -3.193, 2.839)
N (0.662, -2.983, 3.879)
H (-0.520, -2.109, 6.333)
H (-2.434, -0.711, 7.340)
H (-3.714, 0.402, 5.177)
H (1.684, -2.128, 0.882)
H (2.394, -3.893, 2.882)
H (0.650, -3.484, 4.759)

Calculated values
LUMO (spin up / spin down) in Ha: -0.1355 / -0.1359
Orbital gap (spin up / spin down) in eV: 5.16 / 4.91
Spin multiplicity: 6
Total charge: +1

---

No. 3
Formula: C24H26F6HgN2O2PS4SbSe4
Source: the OMol25 dataset
Level of theory: ωB97M-V/def2-TZVPD

Element x y z (Å)
Hg (-0.045, -0.106, -1.120)
C (-3.502, 0.706, 0.843)
C (-3.536, -0.712, 0.363)
N (-2.521, -1.324, -0.153)
C (-2.806, -2.627, -0.502)
C (-4.072, -3.019, -0.209)
S (-4.938, -1.717, 0.489)
C (-1.755, -3.423, -1.162)
C (-1.864, -4.721, -1.535)
S (-0.409, -5.225, -2.266)
C (0.268, -3.649, -2.029)
N (-0.552, -2.824, -1.460)
C (1.664, -3.328, -2.452)
H (-2.650, 1.212, 0.389)
H (-3.393, 0.733, 1.929)
H (-4.415, 1.233, 0.569)
H (-4.540, -3.974, -0.392)
H (-2.707, -5.385, -1.412)
H (2.248, -4.242, -2.573)
H (2.132, -2.698, -1.698)
H (1.663, -2.775, -3.396)
O (0.126, 0.687, 1.405)
S (0.879, 0.350, 2.657)
C (0.697, 1.747, 3.819)
C (-0.190, 2.884, 3.338)
C (0.532, 3.833, 2.398)
C (-0.307, 5.041, 2.000)
S (-1.445, 4.737, 0.612)
O (-1.622, 3.262, 0.515)
C (-0.348, 5.257, -0.691)
C (-0.621, 6.456, -1.333)
C (0.217, 6.886, -2.354)
C (1.306, 6.111, -2.722)
C (1.552, 4.897, -2.086)
C (0.723, 4.459, -1.070)
C (-0.142, -0.828, 3.559)
C (0.042, -1.119, 4.910)
C (-0.772, -2.061, 5.518)
C (-1.737, -2.736, 4.774)
C (-1.880, -2.467, 3.423)
C (-1.078, -1.509, 2.811)
H (1.721, 2.091, 3.988)
H (0.314, 1.327, 4.743)
H (-0.535, 3.423, 4.227)
H (-1.070, 2.495, 2.817)
H (0.835, 3.256, 1.521)
H (1.442, 4.211, 2.874)
H (0.320, 5.885, 1.706)
H (-0.954, 5.359, 2.824)
H (-1.495, 7.035, -1.051)
H (0.004, 7.812, -2.877)
H (1.949, 6.433, -3.531)
H (2.371, 4.269, -2.398)
H (0.880, 3.480, -0.623)
H (0.824, -0.635, 5.484)
H (-0.647, -2.276, 6.572)
H (-2.355, -3.490, 5.248)
H (-2.592, -3.021, 2.822)
H (-1.161, -1.298, 1.752)
Se (-0.716, 1.723, -4.244)
Sb (1.860, 1.018, -4.290)
Se (-1.909, 0.310, -2.815)
Se (2.299, 0.364, -1.800)
Se (1.984, -1.022, -5.606)
F (0.859, -2.355, 1.020)
P (1.521, -3.534, 1.934)
F (1.886, -2.441, 3.078)
F (1.144, -4.619, 0.796)
F (2.946, -3.280, 1.230)
F (2.173, -4.699, 2.855)
F (0.084, -3.781, 2.640)

Calculated values
LUMO in Ha: 0.1293
Orbital gap in eV: 4.86
Spin multiplicity: 1
Total charge: -2

---

No. 4
Formula: C24H26IrN4O3PS2
Source: the OMol25 dataset
Level of theory: ωB97M-V/def2-TZVPD

Element x y z (Å)
Ir (-0.963, 0.554, 0.525)
O (-0.224, 1.212, -1.618)
S (0.684, 2.251, -1.039)
O (0.806, 3.438, -1.797)
O (0.197, 2.445, 0.366)
C (2.245, 1.399, -0.816)
C (3.406, 2.138, -0.764)
C (4.597, 1.490, -0.454)
C (4.597, 0.130, -0.194)
C (3.427, -0.610, -0.263)
C (2.221, 0.030, -0.580)
P (0.670, -0.912, -0.723)
C (0.919, -2.458, 0.190)
C (1.361, -2.371, 1.517)
C (1.555, -3.520, 2.257)
C (1.258, -4.761, 1.706)
C (0.788, -4.849, 0.400)
C (0.596, -3.702, -0.352)
C (0.501, -1.390, -2.464)
C (-0.693, -2.006, -2.870)
C (-0.814, -2.496, -4.159)
C (0.229, -2.326, -5.057)
C (1.412, -1.711, -4.657)
C (1.547, -1.219, -3.365)
H (3.377, 3.193, -0.978)
H (5.515, 2.053, -0.408)
H (5.522, -0.370, 0.052)
H (3.455, -1.676, -0.084)
H (1.556, -1.392, 1.935)
H (1.926, -3.469, 3.267)
H (1.387, -5.656, 2.295)
H (0.578, -5.819, -0.029)
H (0.221, -3.772, -1.365)
H (-1.524, -2.082, -2.181)
H (-1.725, -2.981, -4.471)
H (0.110, -2.643, -6.083)
H (2.240, -1.633, -5.346)
H (2.472, -0.750, -3.061)
C (0.059, -0.631, 5.520)
N (-0.747, 0.418, 4.933)
C (-1.121, 1.569, 5.733)
C (-1.023, 0.370, 3.687)
N (-1.287, 0.291, 2.552)
H (-0.246, -0.774, 6.555)
H (1.115, -0.351, 5.512)
H (-0.072, -1.565, 4.974)
H (-1.000, 1.331, 6.789)
H (-2.160, 1.846, 5.553)
H (-0.489, 2.428, 5.497)
S (-3.161, 0.659, -0.655)
C (-3.547, 2.283, -1.078)
N (-3.902, 2.648, -2.296)
C (-4.388, 4.017, -2.334)
C (-4.280, 4.453, -0.861)
N (-3.699, 3.284, -0.222)
H (-3.891, 2.054, -3.110)
H (-5.416, 4.040, -2.708)
H (-3.770, 4.625, -3.001)
H (-5.258, 4.676, -0.420)
H (-3.640, 5.328, -0.721)
H (-3.511, 3.241, 0.766)

Calculated values
LUMO (spin up / spin down) in Ha: -0.4454 / -0.4327
Orbital gap (spin up / spin down) in eV: 5.16 / 5.51
Spin multiplicity: 2
Total charge: +3

---

No. 5
Formula: C24H26N2O3S
Source: the OMol25 dataset
Level of theory: ωB97M-V/def2-TZVPD

Element x y z (Å)
C (-2.901, -1.767, 0.393)
C (-3.932, -0.694, 0.040)
C (-5.336, -1.064, 0.546)
C (-5.828, -2.381, -0.053)
C (-6.328, 0.053, 0.214)
C (-5.894, 1.379, 0.825)
C (-4.514, 1.759, 0.307)
C (-3.504, 0.659, 0.637)
N (-2.175, 1.041, 0.175)
C (-1.858, 1.270, -1.107)
O (-2.631, 1.289, -2.040)
C (-0.348, 1.521, -1.317)
O (0.397, 0.311, -1.210)
C (0.760, -0.099, 0.006)
O (0.476, 0.493, 1.025)
C (1.507, -1.377, -0.055)
C (1.051, -2.370, -0.919)
C (1.654, -3.612, -0.947)
C (2.728, -3.877, -0.110)
C (3.213, -2.892, 0.727)
C (2.618, -1.637, 0.751)
S (3.329, -0.424, 1.833)
C (3.216, 1.069, 0.887)
C (2.895, 2.241, 1.559)
C (2.777, 3.433, 0.869)
C (2.975, 3.470, -0.505)
C (3.323, 2.317, -1.180)
C (3.462, 1.109, -0.492)
C (3.879, -0.025, -1.223)
N (4.255, -0.909, -1.850)
H (-1.900, -1.444, 0.117)
H (-2.910, -1.969, 1.463)
H (-3.106, -2.693, -0.137)
H (-3.968, -0.580, -1.048)
H (-5.290, -1.173, 1.636)
H (-6.863, -2.554, 0.231)
H (-5.773, -2.346, -1.139)
H (-5.239, -3.223, 0.299)
H (-7.318, -0.219, 0.585)
H (-6.393, 0.160, -0.871)
H (-6.612, 2.161, 0.571)
H (-5.867, 1.289, 1.914)
H (-4.182, 2.699, 0.754)
H (-4.548, 1.889, -0.775)
H (-3.430, 0.554, 1.725)
H (-1.422, 1.018, 0.851)
H (-0.186, 1.875, -2.336)
H (0.023, 2.250, -0.587)
H (0.207, -2.155, -1.557)
H (1.288, -4.371, -1.620)
H (3.202, -4.846, -0.125)
H (4.068, -3.076, 1.359)
H (2.718, 2.197, 2.622)
H (2.514, 4.334, 1.402)
H (2.864, 4.397, -1.046)
H (3.500, 2.330, -2.245)

Calculated values
LUMO in Ha: -0.0038
Orbital gap in eV: 8.47
Structure (SMILES): C[C@H]1[C@H](C)CCC[C@@H]1NC(=O)COC(=O)c1ccccc1Sc1ccccc1C#N
Spin multiplicity: 1
Total charge: 0

---

No. 6
Formula: C24H26N2O8S
Source: the OMol25 dataset
Level of theory: ωB97M-V/def2-TZVPD

Element x y z (Å)
C (-7.551, -3.143, -0.792)
O (-6.784, -2.323, -1.645)
C (-5.421, -2.257, -1.322)
C (-5.130, -1.419, -0.061)
N (-3.717, -1.245, 0.142)
C (-2.992, -2.034, 0.970)
O (-3.433, -2.940, 1.638)
C (-1.541, -1.565, 0.874)
O (-0.616, -2.033, 1.496)
C (-1.545, -0.455, -0.073)
C (-0.509, 0.363, -0.382)
O (-0.660, 1.490, -1.100)
C (0.885, 0.135, 0.032)
C (1.620, 1.217, 0.516)
C (2.941, 1.047, 0.886)
C (3.524, -0.199, 0.759)
S (5.266, -0.394, 1.162)
O (5.628, 0.645, 2.078)
O (5.504, -1.763, 1.501)
N (6.110, -0.102, -0.238)
C (6.110, -1.101, -1.280)
C (5.101, -0.749, -2.380)
O (5.318, 0.557, -2.868)
C (5.203, 1.519, -1.841)
C (6.217, 1.254, -0.723)
C (2.809, -1.281, 0.282)
C (1.486, -1.116, -0.088)
C (-2.965, -0.217, -0.545)
C (-3.482, 1.163, -0.188)
C (-3.448, 1.589, 1.137)
C (-3.924, 2.833, 1.487)
C (-4.449, 3.681, 0.511)
O (-4.905, 4.894, 0.899)
C (-4.489, 3.259, -0.813)
C (-4.010, 2.007, -1.156)
H (-7.675, -2.699, 0.201)
H (-7.096, -4.133, -0.685)
H (-8.527, -3.240, -1.264)
H (-4.946, -1.790, -2.191)
H (-5.000, -3.264, -1.185)
H (-5.613, -0.441, -0.150)
H (-5.513, -1.937, 0.823)
H (-1.597, 1.684, -1.259)
H (1.146, 2.182, 0.607)
H (3.526, 1.860, 1.285)
H (5.879, -2.057, -0.813)
H (7.116, -1.143, -1.712)
H (5.220, -1.413, -3.238)
H (4.074, -0.834, -1.992)
H (5.393, 2.485, -2.313)
H (4.179, 1.507, -1.435)
H (6.061, 1.916, 0.128)
H (7.231, 1.398, -1.113)
H (3.293, -2.243, 0.220)
H (0.926, -1.950, -0.477)
H (-3.046, -0.365, -1.634)
H (-3.047, 0.933, 1.895)
H (-3.905, 3.172, 2.510)
H (-5.253, 5.383, 0.143)
H (-4.900, 3.907, -1.575)
H (-4.058, 1.686, -2.188)

Calculated values
LUMO in Ha: -0.0257
Orbital gap in eV: 8.31
Structure (SMILES): COCCN1C(=O)C(=O)/C(=C(/O)c2ccc(S(=O)(=O)N3CCOCC3)cc2)[C@@H]1c1ccc(O)cc1
Spin multiplicity: 1
Total charge: 0

---

No. 7
Formula: C24H26N4SiTm
Source: the OMol25 dataset
Level of theory: ωB97M-V/def2-TZVPD

Element x y z (Å)
C (0.754, 2.503, 3.743)
C (1.078, 2.777, 2.362)
C (-0.157, 2.829, 1.632)
H (2.075, 3.025, 1.976)
C (-1.240, 2.549, 2.542)
C (-0.666, 2.362, 3.858)
H (-1.215, 2.280, 4.802)
H (1.448, 2.544, 4.590)
H (-0.260, 3.091, 0.573)
H (-2.310, 2.595, 2.313)
Tm (0.065, 0.533, 2.476)
C (0.239, 0.062, -0.265)
H (-0.832, 0.353, -0.336)
H (0.533, -0.835, 0.428)
H (1.003, 0.653, -0.751)
Si (-0.243, -0.815, -2.676)
C (1.396, -0.883, -3.557)
C (2.096, 0.334, -3.508)
H (1.633, 1.213, -3.051)
C (3.385, 0.457, -4.032)
H (3.929, 1.392, -3.883)
C (3.963, -0.618, -4.710)
H (4.968, -0.519, -5.110)
C (3.257, -1.815, -4.840)
H (3.729, -2.660, -5.351)
C (1.971, -1.940, -4.302)
H (1.416, -2.860, -4.460)
C (-1.328, 0.427, -3.587)
C (-1.159, 0.962, -4.891)
H (-0.420, 0.542, -5.575)
C (-1.921, 2.056, -5.328)
H (-1.705, 2.531, -6.289)
C (-2.951, 2.556, -4.536)
H (-3.542, 3.403, -4.865)
C (-3.222, 1.959, -3.306)
H (-4.018, 2.341, -2.668)
C (-2.458, 0.874, -2.870)
H (-2.739, 0.374, -1.940)
H (-0.373, -1.279, -1.219)
H (-0.849, -2.122, -3.023)
N (0.116, -1.963, 6.047)
C (0.704, -0.953, 6.804)
C (0.954, 0.067, 5.943)
N (0.512, -0.286, 4.662)
C (0.005, -1.533, 4.761)
C (-0.574, -2.261, 3.655)
N (-0.853, -1.697, 2.456)
C (-1.430, -2.703, 1.673)
C (-1.483, -3.862, 2.387)
N (-0.949, -3.559, 3.632)
H (-0.163, -2.878, 6.386)
H (0.885, -1.062, 7.870)
H (1.429, 1.011, 6.127)
H (-1.762, -2.490, 0.676)
H (-1.858, -4.849, 2.141)
H (-0.865, -4.211, 4.419)

Calculated values
LUMO (spin up / spin down) in Ha: -0.1138 / -0.1138
Orbital gap (spin up / spin down) in eV: 6.60 / 5.43
Spin multiplicity: 3
Total charge: +1

---

No. 8
Formula: C24H26N7O5S3SiTl
Source: the OMol25 dataset
Level of theory: ωB97M-V/def2-TZVPD

Element x y z (Å)
Tl (-0.341, -0.636, 0.321)
C (3.806, -0.321, 0.855)
C (3.271, 0.712, 1.807)
C (4.211, 1.490, 2.527)
C (3.775, 2.414, 3.416)
C (2.388, 2.608, 3.604)
C (1.914, 3.552, 4.535)
C (0.565, 3.706, 4.697)
C (-0.330, 2.966, 3.914)
C (0.075, 2.033, 2.959)
S (-1.202, 1.270, 2.056)
C (1.499, 1.812, 2.820)
N (1.978, 0.871, 1.959)
H (4.667, 0.079, 0.313)
H (3.057, -0.653, 0.145)
H (4.130, -1.201, 1.415)
H (5.270, 1.326, 2.357)
H (4.472, 3.017, 3.990)
H (2.624, 4.135, 5.112)
H (0.184, 4.408, 5.430)
H (-1.397, 3.113, 4.035)
O (-2.996, -5.048, -4.641)
C (-1.796, -4.481, -4.257)
O (-0.946, -4.375, -5.085)
C (-1.732, -4.070, -2.844)
C (-2.730, -4.264, -1.899)
N (-2.292, -3.738, -0.754)
N (-1.088, -3.191, -0.882)
C (-0.704, -3.384, -2.126)
C (0.649, -2.770, -2.481)
O (1.334, -3.274, -3.368)
O (0.935, -1.746, -1.761)
H (-3.619, -5.026, -3.910)
H (-3.703, -4.733, -1.951)
H (-2.729, -3.604, 0.162)
S (-2.337, -2.052, 2.069)
C (-1.166, -2.566, 3.233)
C (-1.676, -2.809, 4.561)
N (-2.124, -3.029, 5.600)
C (0.169, -2.732, 3.013)
S (1.014, -2.561, 1.494)
C (1.032, -3.080, 4.113)
N (1.756, -3.349, 4.970)
C (-2.671, 2.802, -0.720)
Si (-2.234, 1.499, -1.993)
C (-3.771, 1.258, -3.086)
C (-0.917, 2.185, -3.149)
C (-1.858, -0.180, -1.310)
H (-3.217, 3.643, -1.163)
H (-1.763, 3.182, -0.241)
H (-3.282, 2.370, 0.079)
H (-4.063, 2.184, -3.600)
H (-4.625, 0.920, -2.484)
H (-3.576, 0.494, -3.850)
H (-1.339, 2.918, -3.846)
H (-0.452, 1.381, -3.730)
H (-0.128, 2.674, -2.573)
H (-1.516, -0.856, -2.097)
H (-2.747, -0.604, -0.829)
N (2.180, 0.639, -2.693)
C (1.945, 1.588, -1.756)
N (2.748, 2.726, -1.843)
O (1.093, 1.523, -0.872)
H (3.043, 0.668, -3.205)
H (1.776, -0.298, -2.518)
H (3.105, 2.974, -2.749)
H (2.399, 3.493, -1.294)

Calculated values
LUMO in Ha: 0.1523
Orbital gap in eV: 5.93
Spin multiplicity: 1
Total charge: -2